1.
Entry from OMol25: C41H36CrN4O2P2 as an isolated structure (wB97M-V/def2-TZVPD).

gap between HOMO and LUMO (alpha / beta)	0.261 / 0.257	hartree
HOMO energy (alpha / beta)	-7.0 / -7.0	eV
multiplicity	5
E	-3680.7878	hartree
M	730.71	g mol⁻¹
<S²>	6.02

XYZ file:
```
86
Properties=species:S:1:pos:R:3:lowdin_charge:R:1
Cr -0.425 -0.062 -0.910 0.6040
C -2.636 -0.675 1.503 -0.2699
P -1.852 0.881 0.937 1.0444
C -3.163 2.145 0.875 -0.3590
C -4.369 1.994 1.555 -0.0747
C -5.336 2.988 1.503 -0.0755
C -5.104 4.150 0.780 -0.0815
C -3.903 4.316 0.104 -0.0762
C -2.943 3.315 0.146 -0.1352
C -0.812 1.439 2.331 -0.3233
C -0.384 2.766 2.374 -0.0895
C 0.440 3.206 3.398 -0.0796
C 0.843 2.325 4.392 -0.0878
C 0.423 1.006 4.352 -0.0757
C -0.391 0.555 3.321 -0.0630
C -1.536 -1.697 1.424 -0.4331
C -1.309 -2.832 2.174 -0.0720
C 0.011 -3.253 1.871 -0.0650
C 0.517 -2.345 0.961 -0.4007
C 1.877 -2.208 0.353 -0.2683
P 2.332 -0.411 0.349 1.0762
C 3.944 -0.466 -0.532 -0.3578
C 5.042 -1.132 0.016 -0.0896
C 6.243 -1.200 -0.672 -0.0868
C 6.361 -0.601 -1.921 -0.0937
C 5.279 0.066 -2.473 -0.0794
C 4.076 0.136 -1.779 -0.0897
C 2.942 -0.133 2.059 -0.3703
C 2.834 -1.061 3.092 -0.0894
C 3.346 -0.776 4.353 -0.0950
C 3.964 0.440 4.601 -0.1012
C 4.058 1.380 3.583 -0.0959
C 3.545 1.097 2.328 -0.1047
N -0.424 -1.402 0.677 -0.1086
H -3.493 -0.872 0.851 0.0736
H -3.010 -0.581 2.526 0.0936
H -4.559 1.098 2.133 0.0999
H -6.270 2.857 2.033 0.1056
H -5.858 4.926 0.744 0.1042
H -3.715 5.220 -0.461 0.1060
H -2.012 3.443 -0.395 0.1019
H -0.699 3.468 1.613 0.0913
H 0.768 4.238 3.417 0.1035
H 1.492 2.664 5.190 0.1054
H 0.746 0.311 5.116 0.1058
H -0.677 -0.490 3.286 0.0992
H -1.995 -3.282 2.877 0.0946
H 0.531 -4.110 2.275 0.0949
H 1.903 -2.522 -0.693 0.0739
H 2.621 -2.803 0.886 0.0872
H 4.956 -1.590 0.996 0.1043
H 7.088 -1.718 -0.235 0.0999
H 7.298 -0.656 -2.461 0.0990
H 5.362 0.528 -3.448 0.1033
H 3.228 0.642 -2.219 0.0885
H 2.332 -2.004 2.926 0.0900
H 3.260 -1.512 5.143 0.1039
H 4.367 0.658 5.583 0.1002
H 4.531 2.337 3.768 0.1030
H 3.625 1.835 1.536 0.1080
O 1.511 -0.413 -4.494 0.0687
C 0.789 -0.189 -3.541 -0.6057
O 0.948 -0.607 -2.334 -0.2017
C -0.468 0.642 -3.753 -0.1659
C -0.857 1.027 -5.023 0.0199
C -2.048 1.715 -5.177 -0.0370
C -2.812 1.988 -4.053 -0.0385
C -2.347 1.576 -2.818 -0.1137
N -1.192 0.926 -2.665 0.0280
H -0.217 0.764 -5.853 0.1247
H -2.383 2.025 -6.158 0.1128
H -3.757 2.507 -4.126 0.1100
H -2.917 1.762 -1.919 0.0883
N 0.017 -3.372 -2.959 0.1620
C -1.325 -3.119 -2.897 -0.3596
C -2.245 -3.928 -3.592 -0.0222
C -3.588 -3.681 -3.460 -0.0799
C -4.017 -2.634 -2.645 -0.0799
C -3.045 -1.892 -2.013 -0.1506
N -1.731 -2.105 -2.122 0.1047
H 0.342 -3.920 -3.737 0.1014
H 0.619 -2.602 -2.689 0.0625
H -1.882 -4.738 -4.213 0.1081
H -4.305 -4.298 -3.986 0.1061
H -5.065 -2.408 -2.510 0.0969
H -3.331 -1.060 -1.375 0.0871
```

=====

2.
Entry from OMol25: C41H36GeIrPS3 as an isolated structure at a distorted geometry (wB97M-V/def2-TZVPD).

gap between HOMO and LUMO	0.161	hartree
charge	-2
HOMO energy	-0.1	eV
multiplicity	1
E	-5301.0751	hartree
M	920.74	g mol⁻¹

XYZ file:
```
83
Properties=species:S:1:pos:R:3:lowdin_charge:R:1
Ir 0.736 -1.840 -0.704 0.6895
C -0.549 -2.969 3.620 -0.0430
C -1.725 -3.590 2.937 -0.2607
C -2.427 -4.610 3.552 -0.0613
C -3.459 -5.278 2.906 -0.0938
C -3.753 -4.958 1.586 -0.0992
C -3.086 -3.928 0.965 -0.0924
C -2.118 -3.174 1.646 -0.2921
P -1.221 -1.913 0.723 1.0611
C -0.878 -0.507 1.838 -0.3232
C 0.513 0.007 1.557 -0.4552
C 0.884 1.209 2.345 -0.1425
C -0.003 1.848 3.141 -0.1722
C -1.302 1.345 3.324 -0.1494
C -1.724 0.166 2.690 -0.3355
C -3.107 -0.323 3.029 -0.0678
C -2.473 -1.324 -0.482 -0.2822
C -3.800 -1.070 -0.154 -0.1093
C -4.665 -0.500 -1.073 -0.1114
C -4.188 -0.139 -2.329 -0.1127
C -2.889 -0.436 -2.682 -0.0651
C -2.022 -1.098 -1.807 -0.3176
C -0.735 -1.622 -2.275 -0.2552
H -0.235 -3.579 4.469 0.0745
H -0.771 -1.963 3.976 0.0820
H 0.281 -2.893 2.915 0.0473
H -2.154 -4.901 4.561 0.1025
H -3.998 -6.067 3.415 0.0891
H -4.508 -5.518 1.048 0.0934
H -3.299 -3.688 -0.067 0.1059
H 1.249 -0.782 1.782 0.0682
H 1.909 1.549 2.249 0.0834
H 0.290 2.750 3.666 0.0883
H -1.986 1.868 3.979 0.0593
H -3.308 -0.170 4.091 0.0723
H -3.206 -1.381 2.808 0.0448
H -3.856 0.231 2.463 0.0709
H -4.184 -1.350 0.817 0.0864
H -5.709 -0.343 -0.822 0.0866
H -4.852 0.321 -3.054 0.0876
H -2.539 -0.225 -3.685 0.0995
H -0.442 -1.155 -3.223 0.0459
H -0.850 -2.702 -2.462 0.0475
S 2.577 -3.563 -2.297 0.3755
C 1.653 -3.844 -0.870 -2.0305
S 2.260 -3.185 0.653 0.3300
S 0.522 -5.125 -0.776 0.3632
C 0.558 0.240 0.020 -0.3529
Ge 1.841 1.583 -0.669 1.0374
C 3.726 0.951 -0.704 -0.2510
C 3.879 -0.323 -1.238 -0.1562
C 5.120 -0.913 -1.367 -0.0874
C 6.251 -0.223 -0.964 -0.1100
C 6.118 1.034 -0.398 -0.1201
C 4.865 1.610 -0.260 -0.1206
C 1.550 3.471 -0.015 -0.2401
C 2.505 4.481 -0.040 -0.1177
C 2.201 5.769 0.361 -0.1188
C 0.920 6.086 0.784 -0.1188
C -0.047 5.092 0.810 -0.0954
C 0.271 3.806 0.424 -0.1233
C 1.249 1.755 -2.569 -0.2479
C -0.036 2.231 -2.799 -0.1143
C -0.560 2.296 -4.075 -0.1120
C 0.199 1.883 -5.156 -0.1201
C 1.483 1.410 -4.945 -0.1057
C 1.999 1.349 -3.663 -0.1006
H -0.411 0.685 -0.260 0.0438
H 2.992 -0.872 -1.549 0.0140
H 5.194 -1.911 -1.776 0.0819
H 7.234 -0.665 -1.078 0.0889
H 7.000 1.566 -0.057 0.0872
H 4.779 2.583 0.205 0.0765
H 3.502 4.256 -0.390 0.0786
H 2.963 6.538 0.335 0.0878
H 0.678 7.098 1.082 0.0861
H -1.053 5.329 1.131 0.0963
H -0.484 3.035 0.472 0.0964
H -0.637 2.556 -1.961 0.0909
H -1.571 2.650 -4.227 0.0940
H -0.207 1.931 -6.160 0.0880
H 2.078 1.078 -5.786 0.0918
H 3.002 0.974 -3.507 0.0910
```

=====

3.
Entry from OMol25: C41H36N6O6PTa as an isolated structure at a distorted geometry (wB97M-V/def2-TZVPD).

gap between HOMO and LUMO	0.228	hartree
charge	+2
HOMO energy	-12.9	eV
multiplicity	1
E	-2761.9433	hartree
M	920.70	g mol⁻¹

XYZ file:
```
91
Properties=species:S:1:pos:R:3:lowdin_charge:R:1
Ta -0.243 -0.499 -0.034 1.9799
C 3.015 -0.282 -2.044 -0.0447
O 2.375 -0.872 -0.914 -0.1790
C 2.796 -2.151 -0.611 -0.2306
C 3.865 -2.809 -1.205 0.0026
C 4.236 -4.071 -0.765 -0.0313
C 3.566 -4.696 0.278 -0.0483
C 2.511 -4.055 0.887 0.0174
C 2.101 -2.791 0.436 -0.1842
N 1.048 -2.100 1.001 -0.0209
N 0.626 -2.508 2.123 0.1472
C -0.145 -1.812 2.956 -0.1575
C -0.292 -0.394 2.837 -0.2799
O 0.020 0.167 1.686 -0.2328
C -0.714 0.350 3.953 0.0086
C -1.107 -0.277 5.109 0.0381
C -1.076 -1.684 5.236 -0.1497
C -1.499 -2.328 6.417 -0.0028
C -1.523 -3.699 6.492 -0.0390
C -1.121 -4.469 5.395 -0.0257
C -0.660 -3.868 4.243 -0.0005
C -0.615 -2.472 4.147 -0.0851
H 2.929 -0.943 -2.908 0.1071
H 2.504 0.657 -2.245 0.0681
H 4.066 -0.076 -1.823 0.1165
H 4.432 -2.354 -1.999 0.1160
H 5.071 -4.567 -1.235 0.1206
H 3.865 -5.680 0.606 0.1187
H 1.976 -4.511 1.704 0.1137
H -0.762 1.425 3.864 0.1238
H -1.484 0.308 5.937 0.1339
H -1.808 -1.725 7.258 0.1234
H -1.856 -4.184 7.396 0.1185
H -1.170 -5.545 5.457 0.1194
H -0.347 -4.464 3.400 0.1149
N -2.891 0.187 1.495 0.0493
N -3.186 -1.155 1.811 0.0423
C -2.529 -2.172 1.159 -0.6241
O -2.795 -3.329 1.328 0.1504
O -1.553 -1.734 0.384 -0.1734
H -2.905 0.747 2.347 0.0970
H -3.581 0.564 0.844 0.0989
H -4.090 -1.390 2.206 0.1700
C -1.988 4.637 2.430 -0.0532
C -2.725 3.857 1.550 -0.0624
C -2.083 3.090 0.593 -0.1330
C -0.690 3.120 0.495 -0.3490
C 0.045 3.910 1.375 -0.0606
C -0.606 4.659 2.341 -0.0525
P 0.118 2.074 -0.765 1.0617
C 1.809 2.752 -0.849 -0.3877
C 2.159 3.692 -1.814 -0.0593
C 3.432 4.237 -1.814 -0.0426
C 4.352 3.854 -0.852 -0.0443
C 4.008 2.915 0.109 -0.0553
C 2.742 2.357 0.111 -0.1267
C -0.624 2.549 -2.365 -0.3710
C -0.281 1.794 -3.487 -0.1208
C -0.861 2.063 -4.712 -0.0602
C -1.786 3.088 -4.831 -0.0471
C -2.102 3.865 -3.730 -0.0413
C -1.524 3.602 -2.499 -0.0635
H -2.489 5.230 3.180 0.1163
H -3.803 3.863 1.606 0.1151
H -2.649 2.485 -0.101 0.0879
H 1.122 3.956 1.301 0.1018
H -0.029 5.271 3.018 0.1167
H 1.436 3.995 -2.557 0.1096
H 3.697 4.963 -2.566 0.1181
H 5.341 4.284 -0.857 0.1174
H 4.732 2.621 0.854 0.1164
H 2.461 1.623 0.861 0.1044
H 0.446 0.995 -3.399 0.0957
H -0.601 1.470 -5.576 0.1150
H -2.259 3.286 -5.780 0.1162
H -2.805 4.679 -3.824 0.1182
H -1.774 4.221 -1.650 0.1074
C -0.397 -3.517 -4.640 0.0155
N -0.918 -2.392 -3.887 -0.0295
C -2.067 -1.764 -4.230 -0.0003
C -2.607 -0.769 -3.483 0.0433
C -1.932 -0.393 -2.283 -0.5185
O -2.321 0.406 -1.407 -0.0529
N -0.732 -0.982 -2.015 -0.0265
C -0.237 -2.014 -2.748 -0.4783
O 0.784 -2.564 -2.366 0.0781
H -1.212 -4.154 -4.982 0.1069
H 0.265 -4.079 -3.980 0.0990
H 0.181 -3.172 -5.501 0.1096
H -2.555 -2.118 -5.127 0.1503
H -3.526 -0.282 -3.758 0.1294
```

=====

4.
Entry from OMol25: C41H37BGaN4O3 as an isolated structure (wB97M-V/def2-TZVPD).

gap between HOMO and LUMO	0.279	hartree
charge	+1
HOMO energy	-10.6	eV
multiplicity	1
E	-3978.9631	hartree
M	714.31	g mol⁻¹

XYZ file:
```
87
Properties=species:S:1:pos:R:3:lowdin_charge:R:1
Ga -0.169 0.056 0.060 0.6259
C 0.364 0.543 4.439 -0.0348
C -0.400 -0.520 4.906 -0.0304
C -0.940 -1.419 4.006 0.0148
C -0.725 -1.240 2.640 -0.1900
N 0.028 -0.218 2.210 0.0451
C 0.553 0.647 3.078 -0.0924
C -1.267 -2.120 1.580 -0.1764
C -2.043 -3.240 1.873 -0.0231
C -2.498 -4.058 0.854 -0.0664
C -2.166 -3.774 -0.463 -0.0689
C -1.412 -2.646 -0.754 -0.0939
C -0.958 -1.792 0.247 -0.1210
H 0.798 1.266 5.113 0.1131
H -0.574 -0.642 5.967 0.1181
H -1.526 -2.251 4.364 0.1101
H 1.149 1.446 2.648 0.1251
H -2.304 -3.485 2.894 0.1049
H -3.109 -4.921 1.087 0.1099
H -2.504 -4.425 -1.259 0.1083
H -1.155 -2.437 -1.788 0.0958
C -4.536 7.544 1.530 -0.0426
C -5.146 6.150 1.313 -0.5618
C -6.373 6.262 0.396 -0.0449
C -5.616 5.619 2.670 -0.0686
C -4.095 5.247 0.671 -0.1612
C -3.597 5.574 -0.597 -0.0240
C -2.619 4.830 -1.241 0.0263
C -2.146 3.720 -0.575 -0.1962
O -1.193 2.799 -0.956 0.1342
B -1.112 1.889 0.085 -0.5110
O -1.985 2.235 1.103 0.1472
C -2.630 3.378 0.676 -0.1754
C -3.598 4.119 1.322 0.0740
H -5.267 8.198 2.010 0.0876
H -4.238 8.004 0.587 0.0791
H -3.655 7.482 2.171 0.0914
H -7.127 6.896 0.867 0.0875
H -6.813 5.279 0.222 0.0917
H -6.122 6.702 -0.569 0.0766
H -6.362 6.301 3.080 0.0878
H -4.794 5.559 3.386 0.0858
H -6.080 4.635 2.575 0.0891
H -3.983 6.448 -1.106 0.1113
H -2.240 5.110 -2.215 0.1239
H -3.945 3.816 2.300 0.1198
C -2.419 0.325 -2.627 0.0179
C -0.980 0.097 -2.985 -0.3302
O -0.119 -0.010 -2.112 -0.0066
C -0.589 0.029 -4.402 -0.1472
C -1.529 0.095 -5.434 -0.0156
C -1.117 0.033 -6.753 -0.0601
C 0.231 -0.092 -7.060 -0.0555
C 1.173 -0.156 -6.041 -0.0581
C 0.767 -0.098 -4.723 -0.0041
H -2.550 0.269 -1.549 0.0751
H -3.063 -0.412 -3.104 0.1036
H -2.716 1.316 -2.976 0.1139
H -2.584 0.195 -5.218 0.1129
H -1.851 0.083 -7.547 0.1118
H 0.545 -0.137 -8.094 0.1125
H 2.224 -0.251 -6.282 0.1107
H 1.488 -0.145 -3.918 0.1169
N 6.919 -1.136 0.196 0.1704
C 8.222 -0.713 0.112 -0.1853
C 9.440 -1.373 0.243 -0.0175
C 10.576 -0.609 0.084 -0.0785
C 10.509 0.767 -0.198 -0.0804
C 9.304 1.420 -0.329 -0.0068
C 8.138 0.665 -0.172 -0.2195
N 6.822 1.044 -0.253 0.1853
C 6.124 -0.039 -0.030 -0.2805
C 4.671 -0.058 -0.034 -0.1046
C 3.915 -1.207 0.214 0.0264
C 2.540 -1.127 0.191 -0.0723
N 1.893 0.013 -0.065 0.0105
C 2.606 1.121 -0.310 -0.0677
C 3.980 1.128 -0.303 0.0317
H 6.620 -2.074 0.389 0.1547
H 9.495 -2.432 0.460 0.1115
H 11.547 -1.077 0.176 0.1068
H 11.431 1.321 -0.315 0.1054
H 9.242 2.477 -0.546 0.1152
H 4.381 -2.158 0.428 0.1157
H 1.914 -1.992 0.379 0.1270
H 2.035 2.016 -0.524 0.1301
H 4.544 2.029 -0.500 0.1227
```

=====

5.
Entry from OMol25: a 7-piece molecular cluster, C41H37BrO13P overall (wB97M-V/def2-TZVPD).

gap between HOMO and LUMO	0.294	hartree
charge	+1
HOMO energy	-11.7	eV
multiplicity	1
E	-5477.5735	hartree
M	848.61	g mol⁻¹

XYZ file:
```
93
Properties=species:S:1:pos:R:3:lowdin_charge:R:1
C -0.875 -2.735 -3.749 -0.0402
C -0.557 -1.407 -4.388 -0.2435
O 0.648 -1.479 -5.245 -0.3213
P 0.424 -1.250 -6.780 1.0139
C -0.166 0.393 -7.232 -0.3446
C -0.212 1.408 -6.057 -0.7742
C -1.628 1.897 -5.748 -0.1348
Br 0.947 2.917 -6.522 0.7425
H -1.799 -2.570 -3.191 0.0843
H -0.126 -3.025 -3.012 0.0740
H -1.059 -3.543 -4.456 0.0906
H -0.333 -0.662 -3.625 0.1248
H -1.405 -1.029 -4.971 0.1132
H 1.651 -1.514 -7.383 0.0598
H -0.460 -2.209 -7.286 0.0595
H 0.527 0.744 -8.001 0.0669
H -1.146 0.284 -7.703 0.1021
H 0.264 1.010 -5.165 0.0529
H -2.382 1.163 -6.046 0.0793
H -1.760 2.081 -4.681 0.0681
H -1.842 2.829 -6.272 0.0735
C 2.386 -0.635 -1.643 0.0183
C 2.055 -1.872 -1.280 0.0104
C 1.577 -2.155 0.103 -0.3942
O 1.219 -3.264 0.442 0.0920
C 1.517 -1.018 1.051 0.0185
C 1.852 0.216 0.687 0.0376
C 2.304 0.504 -0.691 -0.3644
O 2.599 1.626 -1.050 0.1026
H 2.737 -0.398 -2.641 0.1185
H 2.121 -2.708 -1.965 0.1155
H 1.177 -1.249 2.052 0.1286
H 1.805 1.057 1.371 0.1001
C -3.779 -5.921 2.540 0.0305
C -3.999 -4.633 2.287 0.0233
C -2.871 -3.679 2.195 -0.3713
O -3.038 -2.498 1.953 0.0728
C -1.499 -4.198 2.392 0.0180
C -1.273 -5.484 2.640 0.0338
C -2.400 -6.449 2.734 -0.3798
O -2.206 -7.623 2.954 0.1204
H -4.579 -6.645 2.615 0.1253
H -4.991 -4.224 2.142 0.1238
H -0.707 -3.466 2.304 0.1023
H -0.279 -5.889 2.780 0.1264
C 2.890 5.483 0.786 0.0296
C 2.567 4.245 1.148 0.0278
C 2.109 3.946 2.527 -0.3774
O 1.812 2.815 2.859 0.0855
C 2.024 5.072 3.488 0.0159
C 2.347 6.310 3.126 0.0272
C 2.805 6.615 1.745 -0.3844
O 3.095 7.743 1.414 0.1159
H 3.227 5.730 -0.212 0.1241
H 2.619 3.404 0.466 0.0920
H 1.689 4.824 4.487 0.1237
H 2.295 7.151 3.807 0.1249
C -5.407 1.896 -0.309 0.0260
C -4.830 2.056 -1.497 0.0190
C -3.946 1.011 -2.062 -0.3789
O -3.404 1.142 -3.146 0.0624
C -3.746 -0.209 -1.257 0.0102
C -4.315 -0.384 -0.071 0.0263
C -5.196 0.665 0.501 -0.3854
O -5.714 0.530 1.587 0.1188
H -6.049 2.648 0.131 0.1276
H -4.965 2.947 -2.096 0.1234
H -3.086 -0.953 -1.678 0.1012
H -4.119 -1.279 0.506 0.0920
C 5.773 -3.628 2.149 0.0288
C 4.849 -2.673 2.136 0.0242
C 4.954 -1.484 3.019 -0.3767
O 4.113 -0.610 3.011 0.1007
C 6.131 -1.405 3.920 0.0229
C 7.058 -2.359 3.934 0.0265
C 6.955 -3.546 3.048 -0.3834
O 7.796 -4.415 3.054 0.1186
H 5.717 -4.505 1.517 0.1237
H 3.979 -2.719 1.493 0.1017
H 6.184 -0.531 4.556 0.1236
H 7.924 -2.323 4.582 0.1251
C -2.564 1.882 4.246 0.0376
C -2.653 1.502 2.974 0.0284
C -2.310 2.433 1.872 -0.3659
O -2.393 2.085 0.709 0.0929
C -1.865 3.800 2.232 0.0201
C -1.776 4.181 3.504 0.0230
C -2.117 3.250 4.612 -0.3790
O -2.032 3.597 5.768 0.1190
H -2.809 1.224 5.070 0.1270
H -2.978 0.509 2.684 0.1126
H -1.623 4.457 1.407 0.1224
H -1.456 5.172 3.796 0.1227
```